{
  "formula": "C14H20BN3Sr",
  "method": "ωB97M-V/def2-TZVPD",
  "lumo_ev": -1.0,
  "homo_lumo_gap_ev": 5.7,
  "charge": 0,
  "multiplicity": 1,
  "species": ["C", "C", "H", "H", "H", "H", "H", "H", "C", "C", "C", "C", "H", "H", "H", "H", "N", "C", "C", "N", "C", "C", "C", "H", "H", "C", "H", "H", "Sr", "C", "H", "H", "H", "B", "C", "N", "H", "H", "H"],
  "positions_angstrom": [[-4.809587, 0.137055, 0.426884], [-4.847844, 1.453912, -0.382774], [-4.984050, -0.725558, -0.230732], [-5.633991, 0.206169, 1.158930], [-3.884493, -0.051644, 0.993144], [-3.994015, 1.639589, -1.050403], [-5.761975, 1.426519, -1.005906], [-4.914769, 2.328086, 0.284074], [0.948813, -3.106654, 0.104618], [1.968545, -4.063800, -0.067054], [3.043964, -3.794346, -0.894235], [3.099928, -2.507989, -1.438778], [0.046370, -3.326169, 0.718133], [1.887268, -4.999927, 0.421515], [3.831479, -4.529150, -1.105481], [3.883780, -2.234275, -2.136252], [1.000755, -1.894432, -0.452980], [2.134103, -1.513959, -1.129251], [2.252009, -0.082096, -1.559271], [1.222953, 0.754530, -1.233007], [1.316538, 2.042661, -1.635081], [3.425110, 1.690605, -2.740505], [2.396005, 2.550134, -2.367961], [0.476858, 2.677781, -1.372844], [2.399486, 3.605105, -2.655890], [3.322986, 0.338672, -2.381324], [4.044875, -0.405739, -2.747360], [4.271332, 2.033417, -3.336297], [-1.172593, -0.160932, -0.107356], [-1.466635, 2.439713, 0.206304], [-1.859432, 3.045103, -0.614392], [-0.599902, 2.925666, 0.665375], [-2.216354, 2.324485, 1.001196], [-0.034775, -0.039443, 4.936648], [-0.330491, -0.091801, 3.405606], [-0.651367, -0.110780, 2.265851], [1.020945, -0.561235, 5.184551], [-0.881229, -0.539041, 5.619749], [0.049405, 1.119780, 5.252566]],
  "atomic_forces_ev_per_a": [[-0.25, 0.41, -0.18], [-0.25, 0.00, -0.03], [-0.05, 0.12, 0.20], [0.45, -0.41, -0.23], [-0.18, 0.30, -0.01], [-0.13, -0.24, 0.25], [0.42, 0.16, 0.26], [0.07, -0.36, -0.24], [0.31, -0.15, -0.28], [-0.50, 0.65, -0.03], [-0.28, 0.84, -0.15], [-0.23, 0.98, -0.03], [0.80, 0.08, -0.53], [-0.13, -0.74, 0.41], [-0.48, 0.35, 0.11], [0.12, -0.19, 0.32], [0.88, 0.63, 0.06], [-0.67, -1.82, 0.22], [-0.45, 0.53, -0.97], [1.09, 0.05, -0.48], [0.23, -0.67, -0.06], [-0.40, -0.57, 0.06], [0.00, -0.08, 0.13], [0.03, -0.15, 0.10], [0.03, -0.42, 0.16], [-0.27, -0.07, 0.47], [-0.26, 0.66, 0.34], [-0.27, -0.06, 0.14], [0.65, 0.93, 0.23], [0.02, -0.93, -0.34], [-0.12, 0.27, 0.17], [0.00, 0.00, -0.09], [-0.13, 0.29, -0.09], [0.54, 0.33, 0.56], [-1.26, -0.18, -2.51], [0.90, -0.30, 2.65], [0.24, -0.20, -0.21], [-0.45, -0.29, -0.25], [-0.01, 0.28, -0.15]]
}


{
  "formula": "C14H20Br15Cl2NO3P",
  "method": "ωB97M-V/def2-TZVPD",
  "lumo_ev": -3.4,
  "homo_lumo_gap_ev": 8.3,
  "charge": 1,
  "multiplicity": 1,
  "species": ["C", "C", "N", "P", "C", "C", "O", "O", "C", "C", "O", "C", "Cl", "C", "C", "Cl", "H", "H", "H", "H", "H", "H", "H", "H", "H", "H", "H", "H", "H", "H", "H", "C", "Br", "Br", "Br", "H", "C", "Br", "Br", "Br", "H", "C", "Br", "Br", "Br", "H", "C", "Br", "Br", "Br", "H", "C", "Br", "Br", "Br", "H"],
  "positions_angstrom": [[0.721360, 3.098974, 0.090054], [-0.523623, 2.647178, 0.868891], [-0.727113, 1.157786, 0.839132], [-1.424248, 0.562284, -0.511504], [-3.241398, 0.750981, -0.619972], [-3.888062, 0.997054, 0.725052], [-3.458891, 1.716046, 1.551732], [-5.026631, 0.241493, 0.966543], [-6.155012, 0.618978, 0.274379], [-7.369728, -0.132391, 0.702986], [-6.076642, 1.450686, -0.579259], [-1.049761, -1.128734, -0.887710], [-1.768858, -1.520733, -2.412514], [-0.292924, -1.996371, -0.183960], [0.412800, -1.678454, 1.108724], [-0.016968, -3.556248, -0.811542], [1.483423, 3.436778, 0.797451], [0.464094, 3.949748, -0.544586], [1.165172, 2.294601, -0.502208], [-0.403446, 2.889082, 1.927328], [-1.431810, 3.153763, 0.526549], [-1.163192, 0.832792, 1.696137], [-0.906742, 1.333380, -1.548748], [-3.457487, 1.630436, -1.239539], [-3.669720, -0.124915, -1.108449], [-7.435874, -1.055699, 0.114599], [-8.243620, 0.482684, 0.476540], [-7.332766, -0.385329, 1.762129], [-0.235818, -1.174407, 1.825220], [1.265893, -1.036817, 0.868394], [0.784630, -2.587652, 1.583293], [3.168967, -4.675169, -2.486423], [2.499447, -6.045450, -3.653992], [4.994053, -4.986949, -1.978919], [2.957202, -2.920543, -3.247327], [2.577662, -4.709754, -1.582812], [3.534315, 2.079762, 3.864432], [2.595792, 3.758103, 3.890062], [2.683227, 0.842995, 2.649415], [5.388421, 2.299809, 3.448476], [3.462029, 1.650536, 4.853683], [-5.984386, 4.854340, 0.362175], [-6.952772, 6.314411, -0.413164], [-4.079517, 5.107851, 0.199842], [-6.493793, 4.530880, 2.185966], [-6.225436, 3.967394, -0.199182], [7.817044, -6.560702, 0.915421], [8.674350, -4.954529, 0.298155], [6.057496, -6.187269, 1.597737], [7.759503, -7.898703, -0.460219], [8.405593, -6.953081, 1.732245], [5.259174, 0.817893, -3.862800], [6.198200, 1.279260, -5.468193], [3.357200, 0.677327, -4.181911], [5.950816, -0.780535, -3.059456], [5.398373, 1.625149, -3.158356]],
  "atomic_forces_ev_per_a": [[-0.14, 0.16, 0.32], [0.17, 0.04, 0.15], [-0.08, 0.10, -0.09], [-0.18, 0.08, -0.01], [-0.06, 0.05, -0.09], [-0.43, -0.67, -0.67], [0.38, 0.53, 0.76], [0.08, -0.02, 0.32], [0.02, -0.23, 0.01], [-0.15, 0.02, -0.08], [-0.10, 0.41, -0.23], [0.24, -0.42, 0.26], [0.04, -0.01, -0.05], [-0.08, 0.44, 0.01], [0.04, -0.13, -0.06], [-0.07, -0.06, -0.01], [-0.02, -0.11, -0.17], [0.15, -0.18, -0.09], [-0.11, 0.11, -0.05], [-0.12, -0.02, -0.16], [0.08, -0.05, 0.06], [0.12, 0.01, -0.01], [0.06, -0.02, -0.05], [0.00, -0.11, 0.07], [0.06, 0.13, -0.04], [0.03, 0.13, 0.13], [0.13, -0.15, 0.05], [0.02, 0.01, -0.12], [0.11, -0.01, -0.13], [-0.07, -0.04, 0.18], [-0.07, 0.08, -0.18], [0.03, -0.03, 0.02], [-0.01, 0.01, 0.00], [0.04, -0.02, -0.02], [-0.15, 0.01, 0.00], [0.01, 0.01, 0.00], [0.02, 0.06, 0.01], [-0.01, 0.02, 0.01], [-0.06, -0.06, -0.03], [0.00, 0.00, -0.01], [-0.01, 0.00, -0.01], [-0.08, 0.01, 0.00], [0.02, 0.01, 0.03], [0.12, -0.01, -0.02], [0.02, -0.03, 0.00], [-0.04, -0.13, -0.08], [-0.02, 0.01, -0.05], [0.02, 0.02, -0.01], [-0.02, -0.02, 0.10], [0.00, -0.01, -0.01], [0.00, 0.01, 0.00], [0.06, 0.00, 0.02], [-0.01, 0.00, -0.01], [-0.06, 0.00, 0.01], [0.09, 0.05, 0.02], [-0.01, 0.00, -0.01]]
}


{
  "formula": "C14H20Cl3F6GeMnN5O5S3",
  "method": "ωB97M-V/def2-TZVPD",
  "lumo_ev": [-6.4, -6.4],
  "s_squared": 0.794,
  "homo_lumo_gap_ev": [8.6, 8.5],
  "charge": 2,
  "multiplicity": 2,
  "species": ["Mn", "C", "C", "N", "C", "C", "S", "C", "C", "N", "H", "H", "H", "H", "H", "H", "H", "H", "H", "H", "H", "H", "H", "H", "F", "C", "F", "F", "S", "O", "O", "N", "S", "O", "O", "C", "F", "F", "F", "Cl", "Ge", "Cl", "Cl", "N", "C", "O", "C", "C", "C", "C", "N", "C", "H", "H", "H", "H", "H", "H"],
  "positions_angstrom": [[-0.250526, 0.463176, -0.444719], [-2.075141, -1.617806, 1.454280], [-1.526225, -0.676206, 2.529459], [-0.469711, 0.217506, 2.021476], [-0.518893, 1.570185, 2.604164], [-1.775123, 2.338656, 2.221254], [-2.249407, 2.106352, 0.473271], [-3.647164, 0.927815, 0.585297], [-3.395969, -0.345928, -0.201461], [-2.117549, -0.999468, 0.122814], [-1.453286, -2.509054, 1.409298], [-3.074958, -1.941407, 1.758879], [-2.329824, -0.059473, 2.923678], [-1.157743, -1.294504, 3.350380], [0.437988, -0.156828, 2.275293], [-0.457235, 1.526043, 3.696905], [0.348014, 2.109338, 2.230482], [-2.637546, 2.090642, 2.835519], [-1.586823, 3.404834, 2.335218], [-3.851904, 0.727880, 1.633899], [-4.506556, 1.441706, 0.159200], [-4.226576, -1.033584, -0.007316], [-3.385702, -0.107580, -1.264940], [-2.000716, -1.729910, -0.571543], [0.408791, 4.950678, 0.488620], [1.285231, 4.848116, -0.489569], [0.996344, 5.659627, -1.473623], [2.499594, 5.083199, -0.026421], [1.308553, 3.078370, -1.087460], [1.106011, 2.239597, 0.086578], [2.672851, 2.967077, -1.674095], [0.158071, 2.980618, -2.114146], [-0.048042, 1.533700, -2.752868], [-1.284536, 0.920008, -2.323299], [1.116433, 0.716829, -2.471512], [-0.231860, 1.858892, -4.601233], [-1.391050, 1.370540, -4.979659], [0.751185, 1.256874, -5.236569], [-0.182836, 3.155727, -4.807567], [4.993025, 1.490792, -3.002041], [4.338475, 1.911361, -1.091398], [3.714336, 0.265579, 0.041719], [5.295398, 3.372323, 0.027430], [1.856425, -5.508917, 2.108947], [1.135670, -4.391588, 1.925834], [0.385756, -3.912558, 2.758688], [1.266249, -3.698634, 0.590296], [1.656514, -4.276766, -0.610365], [1.599407, -3.503322, -1.761100], [1.115543, -2.208851, -1.687855], [0.738589, -1.644637, -0.532067], [0.853272, -2.377596, 0.572121], [1.766209, -5.990663, 2.989913], [2.523774, -5.855036, 1.444887], [1.977336, -5.308789, -0.663259], [1.904080, -3.908245, -2.715400], [1.033390, -1.602320, -2.578408], [0.590369, -1.924342, 1.514081]],
  "atomic_forces_ev_per_a": [[-2.37, -1.91, 3.59], [0.12, 0.08, 0.15], [-0.13, -0.19, -0.18], [0.80, 0.31, -0.84], [-0.01, -0.01, 0.12], [0.07, 0.01, -0.35], [0.52, -0.15, -0.18], [0.24, 0.05, -0.19], [-0.06, 0.07, 0.00], [0.52, 0.57, -0.94], [-0.08, -0.02, -0.02], [0.01, -0.06, -0.04], [0.03, 0.01, 0.06], [0.00, 0.10, 0.08], [-0.03, -0.02, 0.12], [0.03, 0.04, -0.02], [0.03, -0.02, 0.14], [-0.03, 0.03, -0.01], [-0.06, 0.00, 0.11], [0.00, 0.07, 0.03], [-0.07, -0.04, 0.09], [-0.03, 0.05, -0.09], [-0.02, -0.08, 0.00], [0.02, -0.10, 0.08], [-0.14, -0.12, -0.09], [0.01, 0.27, 0.06], [-0.02, -0.09, -0.06], [-0.03, -0.02, 0.01], [-0.25, 0.26, 0.31], [0.04, -0.51, -0.35], [0.91, -0.73, 0.30], [0.18, 0.28, -0.31], [0.50, 0.59, -0.75], [-0.07, -0.22, 0.33], [0.13, -0.21, -0.36], [-0.05, 0.22, -0.29], [-0.01, -0.04, 0.07], [0.08, -0.09, 0.18], [-0.01, -0.01, 0.03], [0.14, -0.07, -0.09], [-0.97, 0.71, -0.21], [-0.03, 0.09, -0.14], [0.06, -0.08, -0.06], [-0.08, -0.05, 0.14], [0.11, 0.09, -0.10], [0.02, 0.00, 0.02], [-0.02, -0.07, -0.09], [-0.03, 0.13, 0.11], [-0.05, -0.04, -0.02], [0.08, -0.15, -0.14], [0.04, 1.11, -0.24], [0.02, 0.07, 0.12], [0.01, -0.01, -0.01], [0.02, 0.03, -0.02], [0.01, -0.01, -0.03], [-0.04, 0.01, -0.02], [-0.01, -0.01, 0.04], [-0.01, -0.09, -0.05]]
}


{
  "formula": "C14H20I2IrN5O6",
  "method": "ωB97M-V/def2-TZVPD",
  "e_above_lowest_kcal_mol": 15.86,
  "lumo_ev": [-9.3, -10.0],
  "s_squared": 0.756,
  "homo_lumo_gap_ev": [7.6, 8.0],
  "charge": 3,
  "multiplicity": 2,
  "species": ["Ir", "O", "C", "O", "C", "C", "C", "C", "C", "N", "C", "O", "O", "H", "H", "H", "H", "N", "C", "C", "C", "C", "N", "C", "N", "N", "C", "O", "O", "H", "H", "H", "H", "H", "H", "H", "H", "H", "H", "H", "H", "H", "H", "I", "C", "I", "H", "H"],
  "positions_angstrom": [[0.996200, -2.328031, 0.901616], [1.751555, -4.455254, -2.641235], [1.419458, -3.910896, -1.513502], [2.071959, -3.028013, -0.945836], [0.175139, -4.445200, -0.889133], [-0.599204, -5.500944, -1.317060], [-1.681878, -5.893040, -0.521544], [-1.949802, -5.227302, 0.666392], [-1.131785, -4.167008, 1.028784], [-0.114048, -3.810778, 0.255431], [-1.255894, -3.332934, 2.289637], [-2.101926, -3.516351, 3.105501], [-0.325757, -2.364705, 2.385054], [2.581794, -4.087797, -2.995936], [-0.357656, -6.010277, -2.240137], [-2.306426, -6.719467, -0.833615], [-2.766661, -5.505130, 1.320048], [-0.891479, 0.441840, 1.813586], [-1.417648, 0.799414, 0.621801], [-1.611051, 2.260106, 0.301444], [-0.446171, 3.224894, 0.547246], [-0.726270, 4.586659, -0.111008], [-0.293427, 4.655633, -1.507642], [0.448846, 5.606837, -2.082184], [0.618554, 5.584009, -3.402686], [1.031175, 6.570052, -1.376242], [-0.232580, 0.065353, -0.766670], [-0.178936, 0.839806, -1.655249], [0.116163, -1.103260, -0.522579], [-1.236954, -0.361778, 2.324270], [-0.500717, 1.161602, 2.406980], [-2.238218, 0.170679, 0.277644], [-2.470772, 2.570033, 0.905753], [-1.929154, 2.322849, -0.739333], [0.492038, 2.813214, 0.165285], [-0.312704, 3.406373, 1.615953], [-0.249189, 5.378890, 0.457385], [-1.798882, 4.788923, -0.079557], [-0.694242, 3.973212, -2.133133], [0.147516, 4.913921, -3.986652], [1.165249, 6.287975, -3.871388], [0.946804, 6.636402, -0.378625], [1.535159, 7.310500, -1.836924], [2.690247, -0.519936, 2.000166], [3.443365, -2.103791, 3.202163], [2.539120, -3.857537, 2.428014], [3.127659, -1.955036, 4.228803], [4.521428, -2.164712, 3.098915]],
  "atomic_forces_ev_per_a": [[1.38, -0.84, -0.36], [0.01, 0.01, 0.05], [-0.08, 0.03, 0.06], [-0.03, 0.34, 0.21], [0.13, 0.03, -0.04], [-0.07, -0.06, -0.02], [0.05, 0.08, -0.03], [-0.01, 0.02, 0.00], [-0.06, -0.02, 0.08], [-0.33, -0.38, -0.12], [0.11, 0.15, -0.02], [-0.05, -0.03, -0.05], [-0.42, 0.47, 0.16], [0.01, 0.01, -0.01], [-0.02, -0.01, 0.00], [0.02, -0.01, 0.00], [-0.01, -0.01, -0.01], [-0.37, 0.50, 0.33], [0.17, -0.06, -0.02], [0.02, 0.00, -0.14], [0.00, -0.03, 0.00], [-0.05, -0.02, 0.03], [0.07, -0.11, 0.03], [-0.08, 0.06, -0.01], [0.03, -0.01, -0.02], [0.01, 0.00, 0.00], [-0.37, -0.07, 0.24], [0.15, 0.06, -0.08], [-0.29, 0.15, 0.03], [0.23, -0.29, -0.18], [0.08, 0.00, -0.08], [0.06, -0.12, 0.07], [-0.02, 0.05, -0.04], [-0.02, -0.06, 0.01], [-0.01, 0.06, -0.04], [-0.02, -0.05, 0.01], [0.05, -0.02, -0.01], [0.01, 0.08, 0.06], [0.01, 0.02, -0.01], [-0.02, 0.02, 0.01], [0.01, -0.01, 0.01], [-0.02, 0.01, -0.01], [0.00, 0.00, 0.00], [-0.08, 0.04, -0.10], [0.11, 0.09, 0.16], [-0.26, 0.00, -0.14], [-0.02, -0.03, 0.00], [0.00, -0.01, -0.02]]
}


Number 1: energy -765.2608 a.u.. Number 2: energy -40697.5954 a.u.. Number 3: energy -7597.2473 a.u.. Number 4: energy -1969.5300 a.u..